# C36H35AsBN5O4PS2Zr

A structure of composition C36H35AsBN5O4PS2Zr at a distorted geometry (ωB97M-V/def2-TZVPD, the OMol25 dataset).

HOMO in hartree: -0.5459
Max |F| in Eh/bohr: 0.0343
Frontier orbital gap in eV: 6.4
Energy relative to the best compared isomer or geometry (same formula, charge and spin) in kJ/mol: 40.5
LUMO energy in eV: -8.476
Energy in Ha: -5412.387282
Charge: +3

Geometry (Å):
Zr -0.56172 0.37238 0.13013
As 0.78659 -1.62199 -1.19140
S -1.28586 0.59990 -2.47094
S -5.47243 -0.46560 0.54906
P -2.22915 3.41391 0.38269
O -1.15616 2.29297 0.42028
O -3.63988 2.95664 0.57933
O 1.92965 2.52065 0.78278
O 2.58492 0.72362 -0.45496
N -0.87485 -0.32802 2.19282
N -3.27128 4.72864 2.49029
N -2.95679 -0.19053 0.40372
N -2.15729 -0.70726 3.93856
N -2.24766 3.72969 -2.30381
C 1.87860 -3.18445 -1.10887
C -0.99713 -2.40320 -0.98168
C 1.85496 -0.45059 4.74037
C 0.80914 -1.10789 -3.05309
C 3.24832 -2.99117 -0.94545
C 0.02640 0.32446 -4.84791
C -0.34213 -0.79795 5.72107
C -0.01906 -0.09456 -3.52821
C -4.57692 -0.64776 1.98288
C 1.78583 -1.26635 -5.24733
C -3.40895 -3.69691 -0.47957
C -4.04369 -0.16355 -0.31446
C 0.95091 -0.25687 -5.70439
C 2.17105 -5.54988 -1.13673
C -1.92904 -2.56765 -2.01012
C -1.96790 4.45018 -1.05907
C 1.32423 -4.45206 -1.19334
C 3.54013 -5.37386 -0.98511
C -2.12643 -0.51817 2.62495
C -1.93207 4.54667 1.81652
C -3.26143 -0.46926 1.72108
C -0.84913 -0.65668 4.43538
C -3.13100 -3.20881 -1.75670
C 4.07987 3.76630 0.64345
C -1.27470 -2.91420 0.29225
C 4.89397 1.52985 -0.92866
C 5.35623 3.68769 0.09577
C -0.04267 -0.40893 3.33482
C 1.02617 -0.68731 5.84995
C 4.08105 -4.09760 -0.89301
C 5.75512 2.59221 -0.67480
C 3.63533 1.62496 -0.37684
C 3.24193 2.70548 0.37974
C 1.33888 -0.30999 3.46964
C 1.71224 -1.69316 -3.92892
C -2.47698 -3.56282 0.54113
B 1.52277 1.29498 0.27527
H 2.35934 -2.48629 -3.58158
H 6.75821 2.56747 -1.08188
H -2.67374 -3.99054 1.51671
H 2.92452 -0.38219 4.89154
H -0.65020 1.09105 -5.20912
H -3.84125 -3.35921 -2.56189
H -2.58817 5.34352 -0.91019
H 5.19831 0.67704 -1.52224
H 3.76316 4.60919 1.24524
H -2.02927 4.32462 -3.09432
H -4.34057 -4.21957 -0.29406
H -5.05520 -0.88675 2.92244
H 2.49814 -1.72703 -5.91948
H -3.23891 3.52504 -2.37278
H -1.53649 5.51249 1.51363
H 1.97786 -0.14065 2.61476
H 0.26068 -4.59353 -1.32529
H -3.23445 4.57718 3.49595
H 1.75545 -6.54616 -1.21413
H -1.23106 4.09199 2.51409
H -3.90266 4.03093 2.03911
H -1.19274 1.93300 -2.71008
H 1.00493 0.07398 -6.73388
H 6.05749 4.49366 0.27138
H -3.65910 5.65848 2.33574
H -4.05167 0.03003 -1.37934
H -2.98195 -0.89877 4.48652
H 1.47424 -0.79127 6.82858
H -0.97940 -0.99329 6.57408
H -1.70149 -2.23514 -3.01496
H 3.65799 -1.99335 -0.86680
H 5.14806 -3.96503 -0.77493
H 4.18982 -6.23847 -0.93647
H -0.91916 4.75952 -1.03417
H -0.52273 -2.86810 1.06927

Cartesian forces (eV/Å) of the 3 atoms listed first:
-1.384 -0.501 -0.033
-0.428 -0.314 -0.607
-0.066 -0.083 -0.073

Löwdin atomic charge list, values in e, 2 entries: 1.488 1.306